1.
Below is a 13-piece molecular cluster, C58H61F12NO38S overall at a distorted geometry, with properties calculated with ωB97M-V with the def2-TZVPD basis set.

XYZ file:
```
171
Properties=species:S:1:pos:R:3
C -0.420 5.308 -1.019
C -0.005 4.027 -1.161
C 1.437 3.631 -1.550
C 2.119 4.181 -2.734
C 1.394 5.191 -3.730
C 1.438 4.635 -5.228
C 0.000 4.366 -5.833
C -0.282 2.796 -5.945
C 3.523 3.809 -3.072
C 4.197 2.870 -2.188
C 3.504 2.328 -1.036
C 2.109 2.664 -0.669
N 1.427 2.083 0.489
C 1.889 2.717 1.757
C 1.588 0.633 0.514
C 0.447 -0.261 0.691
C 0.594 -1.727 0.687
C -0.682 -2.635 0.831
O -0.314 -3.992 0.486
C -0.166 -4.778 1.637
C 1.209 -5.478 1.944
O -1.081 -4.978 2.398
C 1.913 -2.318 0.547
C 3.088 -1.470 0.370
C 2.899 -0.036 0.352
S 4.292 1.109 0.080
H 0.233 6.201 -1.138
H -1.491 5.498 -0.762
H -0.728 3.199 -0.947
H 0.358 5.424 -3.393
H 2.052 6.104 -3.741
H 1.903 5.437 -5.867
H 2.099 3.738 -5.312
H -0.800 4.869 -5.234
H -0.042 4.742 -6.897
H 0.645 2.248 -6.238
H -0.676 2.479 -4.938
H -1.102 2.593 -6.687
H 4.072 4.181 -3.967
H 5.246 2.533 -2.361
H 2.558 2.063 2.374
H 0.984 2.927 2.399
H 2.373 3.703 1.515
H -0.558 0.202 0.796
H -1.165 -2.562 1.837
H -1.460 -2.294 0.087
H 1.961 -4.669 2.171
H 1.572 -5.950 0.986
H 1.136 -6.202 2.783
H 2.076 -3.414 0.526
H 4.118 -1.874 0.227
C -4.869 7.820 -0.855
C -3.557 8.529 -1.025
O -2.787 7.602 -1.767
C -3.685 6.887 -2.509
O -3.393 6.209 -3.438
O -4.956 7.054 -2.052
F -2.954 8.735 0.171
H -4.874 7.149 0.008
H -5.708 8.510 -0.768
H -3.622 9.472 -1.573
C -4.089 -5.703 0.754
C -3.761 -6.962 0.009
O -5.037 -7.518 -0.250
C -5.895 -6.460 -0.331
O -6.987 -6.519 -0.797
O -5.341 -5.328 0.180
F -3.060 -7.823 0.785
H -4.217 -5.870 1.825
H -3.341 -4.925 0.608
H -3.232 -6.804 -0.934
C 4.301 3.509 -9.466
C 2.903 3.357 -8.943
O 3.069 3.482 -7.544
C 4.159 4.290 -7.375
O 4.440 4.831 -6.354
O 4.879 4.404 -8.521
F 2.412 2.122 -9.211
H 4.855 2.567 -9.462
H 4.328 3.927 -10.472
H 2.204 4.117 -9.300
C -4.847 -0.346 2.463
C -3.623 -0.442 1.601
O -2.698 0.401 2.260
C -3.038 0.362 3.580
O -2.333 0.730 4.464
O -4.284 -0.158 3.761
F -3.857 0.056 0.365
H -5.472 0.513 2.209
H -5.457 -1.248 2.425
H -3.208 -1.450 1.521
C 6.731 -5.325 -0.501
C 6.160 -4.898 0.820
O 4.765 -4.925 0.588
C 4.565 -5.882 -0.366
O 3.507 -6.363 -0.615
O 5.726 -6.217 -0.987
F 6.523 -3.629 1.125
H 6.845 -4.491 -1.198
H 7.690 -5.831 -0.399
H 6.406 -5.561 1.653
C -3.667 0.480 7.500
C -5.069 0.380 8.022
O -4.896 0.499 9.421
C -3.778 1.263 9.593
O -3.481 1.789 10.618
O -3.053 1.352 8.448
F -5.608 -0.834 7.752
H -3.149 -0.481 7.503
H -3.623 0.898 6.496
H -5.740 1.167 7.667
C 5.119 8.213 -1.084
C 4.239 7.086 -1.538
O 3.142 7.735 -2.102
C 3.606 8.927 -2.578
O 3.024 9.615 -3.350
O 4.835 9.218 -2.060
F 3.808 6.351 -0.482
H 4.848 8.580 -0.092
H 6.175 7.950 -1.085
H 4.689 6.429 -2.288
C -5.858 1.311 12.659
C -6.855 2.414 12.463
O -7.919 2.038 13.317
C -7.346 1.328 14.334
O -7.884 1.083 15.364
O -6.079 0.944 14.021
F -7.313 2.441 11.185
H -6.052 0.451 12.015
H -4.835 1.643 12.502
H -6.492 3.406 12.744
C 8.065 -0.711 0.995
C 9.391 -0.031 0.831
O 10.143 -0.980 0.098
C 9.234 -1.679 -0.646
O 9.515 -2.371 -1.570
O 7.966 -1.480 -0.197
F 9.991 0.170 2.029
H 8.039 -1.379 1.860
H 7.240 -0.005 1.074
H 9.349 0.911 0.279
C 2.642 -0.922 -7.113
C 3.085 -2.322 -7.417
O 4.190 -2.124 -8.277
C 4.727 -0.920 -7.921
O 5.810 -0.550 -8.240
O 3.869 -0.198 -7.150
F 2.128 -3.005 -8.090
H 1.963 -0.523 -7.870
H 2.167 -0.838 -6.136
H 3.399 -2.896 -6.542
C -2.105 -6.049 5.149
C -3.505 -5.524 5.284
O -4.159 -6.542 6.013
C -3.193 -7.128 6.783
O -3.414 -7.833 7.710
O -1.944 -6.791 6.356
F -4.105 -5.404 4.071
H -1.986 -6.717 4.294
H -1.366 -5.253 5.077
H -3.582 -4.578 5.826
C -6.939 -7.630 -4.294
C -6.582 -9.051 -4.613
O -5.451 -8.914 -5.453
C -4.842 -7.754 -5.070
O -3.732 -7.452 -5.364
O -5.665 -6.989 -4.302
F -7.571 -9.661 -5.310
H -7.578 -7.177 -5.056
H -7.423 -7.529 -3.323
H -6.320 -9.656 -3.741
```

Results
Relative energy (zero: lowest compared OMol25 entry of this formula, charge and spin)   79.96 kcal per mole
Orbital gap   8.01 eV
Calculated total energy   -6757.22150 hartree

=====

2.
Below is C59H114BF3Hg2N6O17S as an isolated structure at a distorted geometry, with properties calculated with ωB97M-V with the def2-TZVPD basis set.

XYZ file:
```
203
Properties=species:S:1:pos:R:3
Hg -6.959 0.209 0.356
Hg 1.337 2.102 5.407
O -4.750 -0.331 -0.362
C -3.558 -0.323 -0.018
O -2.831 0.763 0.445
B -1.483 0.321 0.822
O -1.492 -1.148 0.687
C -2.614 -1.512 0.008
O -2.870 -2.683 -0.409
O -1.189 0.688 2.230
C -0.170 1.455 2.287
O 0.433 1.928 3.275
C 0.236 1.816 0.823
O -0.492 1.135 0.026
O 1.166 2.606 0.449
C -4.218 -2.342 3.141
F -3.498 -3.015 2.303
F -4.034 -2.815 4.429
F -3.824 -1.120 2.973
S -6.057 -2.635 2.556
O -6.292 -1.562 1.581
O -6.104 -4.036 2.077
O -6.879 -2.415 3.730
C 3.090 2.986 -3.341
C 2.916 4.538 -3.405
C 2.071 4.911 -4.711
C 1.688 6.395 -4.838
C 0.749 6.707 -3.739
C 1.381 6.421 -2.364
N 1.998 5.061 -2.352
O 2.334 4.558 -1.107
C 2.280 7.586 -2.043
C 0.127 6.354 -1.310
C 4.255 5.193 -3.493
H 3.761 2.619 -4.118
H 2.144 2.502 -3.587
H 3.284 2.537 -2.367
H 2.714 4.650 -5.551
H 1.166 4.303 -4.707
H 1.269 6.647 -5.812
H 2.567 7.039 -4.808
H -0.235 6.253 -3.856
H 0.596 7.772 -3.914
H 3.335 7.596 -2.315
H 1.822 8.523 -2.362
H 2.190 7.700 -0.963
H -0.586 7.171 -1.424
H -0.432 5.436 -1.492
H 0.442 6.504 -0.277
H 4.224 6.276 -3.616
H 4.938 4.648 -4.145
H 4.635 5.076 -2.478
H 1.721 3.839 -0.937
C 2.423 6.287 3.019
C 2.984 5.100 3.800
C 4.438 5.290 4.404
C 4.532 6.251 5.607
C 3.592 5.793 6.636
C 2.094 5.578 6.198
N 2.119 4.751 4.938
O 0.824 4.418 4.563
C 1.434 4.779 7.354
C 1.348 6.904 6.098
C 3.100 3.854 2.841
H 1.571 6.763 3.506
H 2.075 5.861 2.079
H 3.181 7.022 2.747
H 4.829 4.319 4.711
H 5.093 5.730 3.651
H 4.308 7.295 5.384
H 5.508 6.208 6.089
H 3.625 6.468 7.491
H 4.012 4.905 7.110
H 1.376 5.265 8.328
H 0.388 4.638 7.081
H 1.980 3.883 7.648
H 0.323 6.936 5.727
H 1.329 7.358 7.089
H 1.893 7.622 5.486
H 3.832 4.122 2.079
H 2.156 3.600 2.360
H 3.397 2.969 3.405
H 0.448 5.275 4.347
C 4.567 -2.420 -1.574
C 3.545 -1.864 -2.633
C 3.892 -2.450 -4.040
C 3.371 -3.861 -4.219
C 1.884 -4.110 -3.914
C 1.434 -3.455 -2.602
N 2.140 -2.178 -2.366
O 1.795 -1.656 -1.122
C -0.047 -3.138 -2.865
C 1.568 -4.560 -1.509
C 3.578 -0.333 -2.872
H 4.059 -2.429 -0.609
H 5.480 -1.826 -1.550
H 4.801 -3.455 -1.822
H 3.587 -1.836 -4.887
H 4.931 -2.719 -4.229
H 3.903 -4.602 -3.623
H 3.657 -4.047 -5.255
H 1.684 -5.170 -3.757
H 1.239 -3.870 -4.759
H -0.093 -2.264 -3.516
H -0.678 -3.885 -3.346
H -0.548 -2.499 -2.138
H 0.729 -5.238 -1.668
H 2.548 -5.032 -1.441
H 1.426 -4.035 -0.564
H 4.638 -0.100 -2.963
H 3.047 0.232 -2.106
H 3.076 0.027 -3.770
H 1.050 -1.093 -1.344
C -1.245 -1.267 5.322
C 0.030 -2.039 4.847
C -0.414 -2.975 3.660
C 0.746 -3.643 2.963
C 1.823 -2.617 2.579
C 2.371 -1.771 3.800
N 1.155 -1.156 4.443
O 1.376 -0.277 5.456
C 3.317 -2.667 4.734
C 3.206 -0.602 3.259
C 0.480 -2.914 6.039
H -1.078 -0.743 6.264
H -2.114 -1.905 5.476
H -1.584 -0.456 4.677
H -1.092 -3.775 3.957
H -0.984 -2.381 2.947
H 0.353 -3.881 1.975
H 1.135 -4.524 3.474
H 1.415 -1.887 1.878
H 2.731 -3.099 2.217
H 4.186 -2.983 4.157
H 3.699 -2.220 5.651
H 2.812 -3.558 5.107
H 2.671 0.042 2.560
H 3.626 0.057 4.019
H 4.094 -0.987 2.757
H -0.292 -3.016 6.801
H 1.395 -2.601 6.542
H 0.612 -3.948 5.719
H 1.729 -0.857 6.135
C -3.045 3.905 -3.022
C -2.625 2.722 -3.953
C -1.560 2.056 -3.110
C -1.091 0.744 -3.698
C -2.355 -0.189 -3.782
C -3.601 0.386 -4.455
N -3.776 1.791 -4.081
O -4.884 2.371 -4.655
C -3.386 0.042 -6.038
C -4.742 -0.539 -3.951
C -2.086 3.228 -5.282
H -3.486 3.489 -2.116
H -3.888 4.497 -3.378
H -2.218 4.582 -2.809
H -0.684 2.641 -2.831
H -1.972 1.864 -2.120
H -0.312 0.340 -3.052
H -0.551 0.913 -4.630
H -2.642 -0.478 -2.771
H -2.065 -1.103 -4.300
H -2.409 0.330 -6.425
H -3.673 -0.997 -6.200
H -4.139 0.473 -6.698
H -5.237 -0.257 -3.022
H -5.595 -0.381 -4.611
H -4.605 -1.619 -4.005
H -2.536 4.142 -5.670
H -2.184 2.464 -6.053
H -1.035 3.456 -5.106
H -4.530 2.419 -5.546
C -3.402 -6.621 2.131
C -2.983 -6.881 0.615
C -2.502 -8.430 0.583
C -2.468 -8.937 -0.851
C -3.737 -8.640 -1.587
C -4.290 -7.219 -1.633
N -4.207 -6.620 -0.288
O -4.641 -5.327 -0.208
C -3.358 -6.388 -2.647
C -5.744 -7.335 -2.154
C -1.843 -5.886 0.237
H -3.947 -5.685 2.256
H -2.525 -6.682 2.776
H -4.048 -7.430 2.472
H -1.500 -8.457 1.012
H -3.008 -9.108 1.270
H -2.154 -9.972 -0.988
H -1.650 -8.442 -1.374
H -4.503 -9.391 -1.390
H -3.543 -8.950 -2.614
H -3.625 -6.598 -3.683
H -3.338 -5.309 -2.489
H -2.339 -6.748 -2.508
H -5.733 -7.828 -3.126
H -6.321 -8.006 -1.518
H -6.222 -6.389 -2.407
H -1.367 -5.915 -0.743
H -1.018 -5.998 0.940
H -2.165 -4.845 0.252
H -3.841 -4.868 -0.476
```

Results
Orbital gap   1.08 eV
Calculated total energy   -4952.92506 hartree
Total charge   +1
Spin multiplicity   2
⟨S²⟩   0.7517